One molecule with the formula C24H30N4O7S at a distorted geometry, computed with ωB97M-V with the def2-TZVPD basis set.

Total charge: 0
HOMO: -8.1 eV
Maximum force: 0.0222 Eh/bohr
Structure (SMILES): COCCCNC(=O)Cn1c(=O)n(CC(=O)NCCc2ccc(OC)c(OC)c2)c(=O)c2sccc21
E_tot: -2076.52171 hartree

Atoms and positions in Å:
C1 4.271 5.478 -1.403
H1 4.398 6.381 -0.791
O1 2.915 5.159 -1.567
C2 2.250 4.913 -0.350
C3 0.869 4.347 -0.664
C4 0.968 2.923 -1.212
N1 1.362 2.000 -0.172
C5 2.421 1.195 -0.261
O2 3.225 1.175 -1.172
C6 2.592 0.288 0.975
N2 1.636 -0.802 1.014
C7 1.808 -1.892 0.209
C8 0.996 -3.001 0.368
C9 -0.013 -3.077 1.376
O3 -0.701 -4.053 1.626
N3 -0.138 -1.899 2.112
C10 0.613 -0.744 1.936
O4 0.418 0.257 2.591
C11 -1.057 -1.915 3.246
H2 -0.947 -2.877 3.754
H3 -0.778 -1.091 3.905
C12 -2.524 -1.718 2.830
O5 -3.106 -0.668 3.020
N4 -3.082 -2.812 2.292
H4 -2.475 -3.601 2.087
C13 -4.373 -2.783 1.645
H5 -4.822 -1.815 1.875
H6 -5.007 -3.569 2.068
C14 -4.240 -2.992 0.127
C15 -3.095 -2.212 -0.463
C16 -2.240 -2.794 -1.380
C17 -1.167 -2.083 -1.899
C18 -0.896 -0.798 -1.466
C19 -1.756 -0.199 -0.520
C20 -2.859 -0.898 -0.067
H7 -3.537 -0.425 0.622
O6 -1.423 1.061 -0.120
C21 -2.251 1.699 0.832
H8 -3.255 1.869 0.432
H9 -1.779 2.660 1.031
H10 -2.318 1.128 1.762
O7 0.170 -0.040 -1.867
C22 0.847 -0.403 -3.047
H11 1.330 -1.381 -2.960
H12 1.614 0.357 -3.183
H13 0.169 -0.409 -3.906
H14 -0.532 -2.553 -2.633
H15 -2.402 -3.810 -1.705
H16 -4.080 -4.052 -0.078
H17 -5.181 -2.698 -0.346
S1 1.407 -4.261 -0.741
C23 2.658 -3.285 -1.399
C24 2.769 -2.062 -0.814
H18 3.470 -1.307 -1.118
H19 3.253 -3.673 -2.203
H20 3.602 -0.130 0.963
H21 2.445 0.879 1.883
H22 0.686 1.837 0.561
H23 0.008 2.603 -1.622
H24 1.731 2.887 -1.991
H25 0.259 4.357 0.240
H26 0.399 4.985 -1.413
H27 2.822 4.192 0.255
H28 2.164 5.848 0.227
H29 4.818 4.652 -0.931
H30 4.672 5.656 -2.399

=====

C16H20BrFN4S2 as an isolated structure at a distorted geometry, computed with ωB97M-V with the def2-TZVPD basis set.

Total charge: 0
HOMO: -8.4 eV
Maximum force: 0.0709 Eh/bohr
E_tot: -4310.89268 hartree

Atoms and positions in Å:
C1 -5.581 -1.390 2.368
C2 -5.606 0.141 2.215
F1 -6.698 0.416 1.355
C3 -4.377 0.726 1.506
C4 -3.278 0.009 1.176
C5 -2.177 0.604 0.491
N1 -1.072 -0.088 0.113
S1 -0.217 1.070 -0.635
N2 -1.115 2.421 -0.533
C6 -2.217 2.003 0.137
C7 -3.380 2.742 0.510
Br1 -3.444 4.594 0.031
C8 -4.427 2.161 1.178
S2 -5.791 3.223 1.616
H1 -4.577 -1.809 2.492
H2 -6.162 -1.712 3.247
H3 -6.078 -1.805 1.480
H4 -5.769 0.664 3.169
H5 -3.195 -1.052 1.410
H6 -6.929 2.555 1.322
C9 4.068 0.865 -4.339
C10 4.057 -0.601 -3.920
C11 2.643 -1.185 -3.817
C12 1.863 -0.558 -2.755
N3 1.245 -0.057 -1.923
H7 3.575 1.497 -3.598
H8 5.094 1.218 -4.444
H9 3.564 1.002 -5.298
H10 4.578 -0.708 -2.966
H11 4.617 -1.181 -4.654
H12 2.710 -2.256 -3.615
H13 2.120 -1.078 -4.769
C13 3.617 -1.562 3.105
C14 2.871 -0.671 2.118
C15 3.228 -0.963 0.658
C16 4.622 -0.651 0.346
N4 5.717 -0.408 0.101
H14 4.695 -1.396 3.058
H15 3.294 -1.348 4.125
H16 3.423 -2.618 2.904
H17 3.074 0.376 2.351
H18 1.798 -0.824 2.248
H19 2.593 -0.358 0.010
H20 3.024 -2.010 0.424

=====

C19H10Cl5N2O2Pd as an isolated structure, computed with ωB97M-V with the def2-TZVPD basis set.

Total charge: +1
HOMO: -12.0 eV
Maximum force: 0.0059 Eh/bohr
E_tot: -3418.65185 hartree

Atoms and positions in Å:
Pd1 -0.794 0.447 0.108
O1 4.830 -4.771 2.654
C1 3.665 -4.189 2.981
O2 3.127 -4.449 4.016
C2 3.059 -3.208 2.006
C3 1.881 -2.592 2.410
C4 1.251 -1.684 1.582
C5 1.794 -1.368 0.343
C6 2.965 -1.990 -0.075
C7 3.590 -2.902 0.757
N1 1.083 -0.414 -0.441
C8 1.561 0.127 -1.491
C9 0.730 1.080 -2.238
C10 1.127 1.610 -3.447
C11 0.258 2.453 -4.129
C12 -0.979 2.722 -3.581
C13 -1.310 2.168 -2.352
N2 -0.468 1.380 -1.689
H1 5.171 -4.469 1.806
H2 1.473 -2.844 3.379
H3 0.328 -1.214 1.905
H4 3.395 -1.795 -1.048
H5 4.494 -3.371 0.390
H6 2.555 -0.093 -1.869
H7 2.099 1.358 -3.851
H8 0.546 2.882 -5.079
H9 -1.693 3.357 -4.085
H10 -2.266 2.356 -1.889
Cl1 -1.634 3.892 0.316
C14 -2.799 2.666 0.688
C15 -2.466 1.331 0.562
C16 -3.376 0.385 0.979
Cl2 -2.763 -1.260 0.944
C17 -4.635 0.694 1.459
Cl3 -5.707 -0.542 1.951
C18 -4.988 2.045 1.525
Cl4 -6.544 2.486 2.081
C19 -4.068 3.031 1.153
Cl5 -4.494 4.684 1.273

=====

A 2-piece molecular cluster, C4H12 overall at a distorted geometry, computed with ωB97M-V with the def2-TZVPD basis set.

Spin multiplicity: 2
Total charge: +1
HOMO (alpha / beta): -16.3 / -15.4 eV
Maximum force: 0.0202 Eh/bohr
E_tot: -159.15475 hartree

Atoms and positions in Å:
C1 -0.845 2.240 0.214
C2 -1.612 1.097 -0.418
H1 -1.010 3.108 -0.436
H2 -1.239 2.510 1.184
H3 0.232 2.076 0.269
H4 -2.543 1.438 -0.911
H5 -1.004 0.590 -1.177
H6 -2.067 0.416 0.325
C3 0.878 -1.639 -0.478
C4 1.732 -1.675 0.702
H7 -0.065 -0.980 -0.449
H8 1.292 -1.346 -1.445
H9 0.344 -2.605 -0.634
H10 1.403 -1.083 1.580
H11 1.723 -2.680 1.178
H12 2.781 -1.469 0.497

=====

C16H19NOPRbSe2Te2 as an isolated structure, computed with ωB97M-V with the def2-TZVPD basis set.

Total charge: -2
HOMO: -0.1 eV
Maximum force: 0.0082 Eh/bohr
E_tot: -6455.48834 hartree

Atoms and positions in Å:
Rb1 0.029 2.162 -1.740
Se1 4.598 2.013 -3.472
Te1 3.495 3.520 -1.843
Te2 1.935 5.102 -3.501
Se2 0.074 5.652 -1.935
N1 -4.011 2.410 0.682
C1 -2.788 2.558 0.079
O1 -2.649 2.222 -1.089
C2 -1.690 3.088 0.966
C3 -0.679 1.970 1.272
H1 -4.797 2.115 0.131
H2 -4.164 2.773 1.604
H3 -2.165 3.573 1.846
H4 -1.207 3.900 0.406
H5 -1.140 1.244 1.962
H6 0.172 2.420 1.807
C4 -0.318 -3.187 -1.920
P1 -0.290 -1.454 -1.269
C5 -0.932 -1.797 0.422
C6 -0.300 -2.679 1.299
C7 -0.831 -2.927 2.554
C8 -2.003 -2.290 2.946
C9 -2.629 -1.398 2.086
C10 -2.092 -1.149 0.832
C11 1.494 -1.218 -0.947
C12 1.858 -0.180 -0.088
C13 3.191 0.172 0.046
C14 4.172 -0.503 -0.667
C15 3.817 -1.553 -1.497
C16 2.484 -1.911 -1.640
H7 0.061 -3.209 -2.942
H8 -1.353 -3.529 -1.933
H9 0.277 -3.859 -1.298
H10 0.632 -3.149 1.005
H11 -0.326 -3.602 3.234
H12 -2.414 -2.472 3.932
H13 -3.518 -0.868 2.404
H14 -2.538 -0.410 0.177
H15 1.086 0.396 0.429
H16 3.457 1.008 0.679
H17 5.202 -0.180 -0.617
H18 4.575 -2.060 -2.080
H19 2.225 -2.711 -2.323

=====

A 2-piece molecular cluster, C6H10NS2 overall at a distorted geometry, computed with ωB97M-V with the def2-TZVPD basis set.

Total charge: +1
HOMO: -12.9 eV
Maximum force: 0.0602 Eh/bohr
E_tot: -1085.39710 hartree

Atoms and positions in Å:
C1 1.195 1.713 1.550
C2 1.046 3.047 1.550
C3 1.384 1.977 -0.567
C4 -1.194 -1.993 -1.828
C5 -1.188 -1.327 0.750
C6 -1.010 -1.037 -0.696
N1 1.282 1.100 0.362
S1 1.303 3.581 -0.033
S2 0.592 -1.356 0.223
H1 1.170 1.313 2.508
H2 1.123 3.647 2.414
H3 1.765 1.648 -1.597
H4 -0.584 -1.716 -2.675
H5 -2.292 -1.853 -1.903
H6 -1.004 -2.946 -1.374
H7 -1.534 -2.302 0.985
H8 -1.463 -0.560 1.563
H9 -1.172 -0.072 -1.188
H10 0.580 -2.864 -0.045

=====

A 3-piece molecular cluster, C4H13NO3 overall at a distorted geometry, computed with ωB97M-V with the def2-TZVPD basis set.

Spin multiplicity: 2
Total charge: -1
HOMO (alpha / beta): -0.7 / -4.0 eV
Maximum force: 0.0276 Eh/bohr
E_tot: -440.64501 hartree

Atoms and positions in Å:
C1 1.640 1.755 0.784
C2 0.589 0.699 0.583
N1 1.057 -0.674 0.596
C3 0.167 -1.539 1.367
C4 1.310 -1.245 -0.734
O1 -0.525 0.962 -0.044
H1 1.209 2.586 1.360
H2 2.546 1.356 1.225
H3 1.982 2.235 -0.156
H4 -0.800 -1.659 0.850
H5 0.056 -1.138 2.372
H6 0.602 -2.548 1.345
H7 0.843 -0.636 -1.508
H8 2.395 -1.293 -0.942
H9 0.996 -2.284 -0.735
H10 -1.628 -1.201 -1.235
H11 -3.042 -1.100 -1.111
O2 -2.413 -1.720 -1.514
H12 -2.391 3.251 -0.822
H13 -1.990 1.835 -0.558
O3 -2.604 2.358 -1.122

=====

C50H53BCl2F6Ge2RhS4 as an isolated structure at a distorted geometry, computed with ωB97M-V with the def2-TZVPD basis set.

Spin multiplicity: 5
Total charge: -1
HOMO (alpha / beta): -5.9 / -6.2 eV
Maximum force: 0.0719 Eh/bohr
E_tot: -9339.04424 hartree

Atoms and positions in Å:
Rh1 -3.357 0.356 0.362
C1 3.890 2.985 -4.958
C2 3.188 1.784 -4.402
C3 3.718 0.882 -3.389
C4 2.969 -0.263 -3.049
C5 3.491 -1.161 -1.958
C6 1.691 -0.424 -3.597
C7 1.137 0.471 -4.512
C8 -0.324 0.250 -4.988
C9 1.935 1.528 -4.905
C10 1.069 -1.772 -3.389
C11 1.405 -2.800 -4.293
C12 0.818 -4.053 -4.298
C13 -0.058 -4.357 -3.225
C14 -0.462 -3.329 -2.333
C15 0.110 -2.037 -2.420
Ge1 -0.718 -0.592 -1.394
S1 -2.662 -0.006 -1.991
S2 -0.702 -1.201 0.904
Ge2 -0.032 0.954 1.180
S3 -1.808 2.046 1.306
S4 0.709 1.191 -0.989
C16 1.387 1.457 2.505
C17 1.404 0.831 3.811
C18 2.367 1.109 4.784
C19 3.372 2.056 4.470
C20 3.421 2.669 3.211
C21 2.352 2.431 2.296
C22 2.282 3.291 1.012
C23 1.271 4.211 0.870
C24 0.310 4.684 1.941
C25 1.165 4.990 -0.326
C26 2.109 4.810 -1.315
C27 1.913 5.447 -2.652
C28 3.196 3.999 -1.085
C29 3.355 3.280 0.071
C30 4.516 2.319 0.164
C31 0.467 -0.274 4.182
C32 0.714 -1.656 3.842
C33 1.976 -1.952 3.151
C34 -0.052 -2.691 4.410
C35 -1.252 -2.380 5.043
C36 -2.258 -3.446 5.404
C37 -1.574 -1.054 5.230
C38 -0.687 0.001 4.946
C39 -0.905 1.396 5.391
C40 -1.342 -3.797 -1.220
C41 -2.732 -3.851 -1.337
C42 -3.458 -3.366 -2.603
C43 -3.498 -4.140 -0.180
C44 -2.937 -4.544 0.999
C45 -3.808 -4.811 2.180
C46 -1.559 -4.642 1.088
C47 -0.728 -4.289 -0.060
C48 0.771 -4.339 0.090
H1 4.813 3.158 -4.395
H2 3.270 3.882 -4.899
H3 4.132 2.821 -6.020
H4 4.683 1.067 -2.887
H5 4.334 -0.714 -1.432
H6 3.913 -2.124 -2.309
H7 2.768 -1.525 -1.174
H8 -0.816 -0.571 -4.437
H9 -0.316 0.109 -6.077
H10 -0.816 1.226 -4.911
H11 1.541 2.176 -5.722
H12 1.967 -2.586 -5.212
H13 1.192 -4.810 -4.976
H14 -0.404 -5.323 -2.956
H15 2.300 0.767 5.761
H16 4.139 2.307 5.246
H17 4.225 3.441 3.055
H18 0.823 5.430 2.537
H19 0.053 3.797 2.555
H20 -0.660 5.007 1.526
H21 0.312 5.665 -0.435
H22 1.655 4.728 -3.388
H23 2.780 6.019 -3.024
H24 1.063 6.109 -2.498
H25 3.997 3.981 -1.814
H26 5.137 2.701 0.967
H27 5.048 2.281 -0.775
H28 4.106 1.309 0.436
H29 2.747 -1.217 3.375
H30 1.787 -2.006 2.101
H31 2.305 -2.949 3.395
H32 0.357 -3.667 4.157
H33 -2.288 -3.525 6.519
H34 -1.931 -4.446 4.988
H35 -3.261 -3.240 5.064
H36 -2.529 -0.820 5.642
H37 -0.801 2.154 4.580
H38 -0.177 1.614 6.156
H39 -1.901 1.520 5.747
H40 -3.396 -2.290 -2.706
H41 -4.497 -3.725 -2.771
H42 -2.938 -3.755 -3.467
H43 -4.592 -4.064 -0.398
H44 -3.666 -4.005 2.910
H45 -3.599 -5.792 2.628
H46 -4.840 -4.830 1.710
H47 -1.091 -5.205 1.930
H48 1.082 -5.296 0.614
H49 1.031 -3.520 0.686
H50 1.284 -4.272 -0.844
Cl1 -3.154 5.203 -1.058
C49 -2.634 3.676 -1.851
Cl2 -2.030 4.098 -3.447
H51 -3.528 3.059 -1.929
H52 -1.862 3.167 -1.289
F1 -4.694 0.263 2.859
C50 -4.637 -0.594 1.792
F2 -4.541 -1.841 2.380
H53 -5.624 -0.572 1.319
F3 -4.961 1.936 -0.438
B1 -5.853 1.637 -1.508
F4 -5.198 0.791 -2.394
F5 -6.137 2.883 -2.114
F6 -7.034 1.104 -1.056

=====

A 2-piece molecular cluster, C2H4N2O2 overall at a distorted geometry, computed with ωB97M-V with the def2-TZVPD basis set.

Total charge: 0
HOMO: -8.9 eV
Maximum force: 0.0778 Eh/bohr
Structure (SMILES): NN=C=O.C=O
E_tot: -338.50325 hartree

Atoms and positions in Å:
C1 -0.530 -1.266 0.924
C2 -0.526 1.957 0.253
N1 1.104 -1.558 -0.963
N2 0.264 -1.678 0.110
O1 -1.159 -1.046 1.888
O2 -0.577 1.214 -0.698
H1 0.478 2.477 0.434
H2 -1.441 2.337 0.837
H3 0.668 -1.786 -1.800
H4 1.719 -0.651 -0.985

=====

C5H11NO as an isolated structure at a distorted geometry, computed with ωB97M-V with the def2-TZVPD basis set.

Total charge: 0
HOMO (alpha / beta): -6.2 / -6.0 eV
Maximum force: 0.0617 Eh/bohr
E_tot: -326.82581 hartree

Atoms and positions in Å:
C1 1.477 -1.251 -0.071
C2 -0.339 0.869 -0.696
C3 -1.818 0.987 -0.994
N1 2.085 0.003 -0.172
C4 -0.179 -0.878 0.137
C5 -0.604 -0.790 1.427
O1 2.152 0.523 1.120
H1 2.499 1.417 0.990
H2 1.827 -1.870 0.763
H3 1.596 -1.779 -1.013
H4 0.010 1.587 0.038
H5 0.262 0.907 -1.600
H6 -0.781 -1.352 -0.627
H7 -2.018 1.977 -1.419
H8 -2.149 0.248 -1.726
H9 -2.430 0.885 -0.097
H10 -1.656 -0.809 1.678
H11 0.067 -0.673 2.264

=====

C2H6N4S as an isolated structure at a distorted geometry, computed with ωB97M-V with the def2-TZVPD basis set.

Total charge: 0
HOMO: -9.2 eV
Maximum force: 0.0934 Eh/bohr
E_tot: -696.89345 hartree

Atoms and positions in Å:
C1 -0.560 -0.086 0.362
C2 1.920 0.385 -2.344
H1 -2.705 -0.116 1.603
H2 -1.883 -1.651 1.938
H3 -0.670 0.815 2.233
H4 -1.245 -1.245 -1.281
H5 2.925 0.683 -1.922
H6 1.961 0.337 -3.508
N1 -2.056 -0.530 2.295
N2 -0.762 -0.025 1.768
N3 -1.424 -0.774 -0.335
N4 0.762 0.291 -1.775
S1 1.113 0.416 -0.052

=====

One molecule with the formula C3H2N2O2S at a distorted geometry, computed with ωB97M-V with the def2-TZVPD basis set.

Total charge: 0
HOMO: -9.7 eV
Maximum force: 0.0331 Eh/bohr
Structure (SMILES): O=C1NC(=O)C(=S)N1
E_tot: -773.74311 hartree

Atoms and positions in Å:
C1 0.819 -0.665 1.317
C2 -1.139 -0.053 0.208
C3 0.088 0.371 -0.681
H1 -1.146 -1.100 2.021
H2 2.073 0.112 -0.218
N1 -0.574 -0.672 1.307
N2 1.143 -0.009 0.135
O1 1.525 -1.121 2.172
O2 -2.315 0.088 0.007
S1 0.175 1.007 -2.149